*A*
Density functional theory data (ωB97M-V/def2-TZVPD) for a cluster of 11 separate species, H22O11 in total.

Cartesian coordinates (Å):
O 2.21442 -0.18212 -0.39797
H -3.29958 -2.77012 0.22503
O 0.30042 -2.31512 1.37503
H -3.22658 -1.19312 0.41903
H 0.21342 -1.30312 -2.13397
H 0.28442 2.38888 -1.93197
O 2.85142 1.79688 1.09203
O 0.21142 1.84988 -2.69297
O -1.20458 -4.20112 -0.75297
H -1.05558 -4.08912 0.22203
H 3.74042 1.98688 1.39803
H 1.76142 1.55888 3.87903
H 1.16642 -2.16812 1.68003
O -0.35858 0.15888 0.21403
H 2.61542 0.43988 0.19403
H 0.59842 0.11288 0.05803
H -2.20658 1.17588 -0.06597
O -0.58258 -1.64412 -1.71497
O 1.24142 1.31288 3.11903
H 2.85242 -0.75512 -0.70297
H -1.10158 -3.27912 -1.03297
H 0.10242 2.30788 0.17603
H -0.71958 -0.49712 -0.47197
O -0.10558 2.98588 -0.44097
H 1.85742 1.31288 2.37103
H -1.05658 2.93288 -0.36097
H -3.55558 1.68188 0.32803
H 0.18242 -1.47512 0.96103
H 2.65942 2.32988 0.35003
O -3.01858 -1.93512 -0.18797
H -1.29558 -1.49812 -2.36797
H 0.69042 1.02688 -2.67097
O -2.75658 1.94588 -0.13397

Its structure (SMILES) is O.O.O.O.O.O.O.O.O.O.O. Its lowest unoccupied orbital energy is -0.40 eV. Its gap between HOMO and LUMO is 9.9 eV.

---

*B*
Density functional theory data (ωB97M-V/def2-TZVPD) for a cluster of 11 separate species, H22O11 in total.

Cartesian coordinates (Å):
O 14.44300 -11.34700 0.98300
H 11.01500 -11.88100 1.73500
H 10.65300 -5.12200 2.92300
H 9.29500 -6.50900 3.46400
H 9.83300 -12.58200 2.21100
O 11.54300 -11.11100 0.08700
H 9.44100 -8.27800 0.61000
H 7.89600 -8.31500 0.61900
H 12.29300 -10.52100 3.18700
O 11.82100 -6.70200 3.38300
O 12.43700 -6.24400 0.09400
H 12.00000 -6.87700 0.65000
H 11.19800 -3.69100 2.78900
H 13.17500 -6.77000 -0.20100
H 11.60600 -10.19800 -0.23000
H 11.00400 -7.73000 1.98500
H 11.54700 -7.42100 3.98600
H 9.09300 -6.42800 -0.10600
O 10.65700 -4.35400 2.37200
H 15.02700 -11.85400 1.53500
H 13.33400 -9.54300 3.28400
O 8.68200 -8.01100 0.10700
H 12.41100 -11.43300 0.00900
H 8.83500 -7.96800 2.93500
O 8.94900 -6.99700 2.75500
O 11.17100 -8.46400 1.32800
H 12.72400 -6.90000 3.06300
H 13.81000 -10.88300 1.54000
O 10.57300 -12.11400 2.52400
H 11.62900 -9.10600 1.85500
O 12.82200 -10.00800 2.61400
H 9.95200 -5.31400 0.68200
O 9.31600 -5.47600 -0.04100

Its structure (SMILES) is O.O.O.O.O.O.O.O.O.O.O. Its lowest unoccupied orbital energy is -0.94 eV. Its gap between HOMO and LUMO is 8.0 eV.

---

Stability comparison, relative energies in hartree: *A* 0.0000; *B* 0.0099

---

*A*
Density functional theory data (ωB97M-V/def2-TZVPD) for a cluster of 11 separate species, H22O11 in total.

Cartesian coordinates (Å):
H -2.46277 -2.09967 -0.57464
H -3.78437 -1.84591 0.13177
H -2.78001 3.98595 0.88725
H 1.81388 3.06037 0.71495
H -1.53896 1.40382 -2.06287
H -2.08079 2.82996 0.19094
H 2.67735 -0.50497 -0.17588
O -0.38729 -2.98928 3.83523
H -1.30594 0.74998 2.59594
O 1.67624 3.32608 1.63117
H 0.54296 -0.09120 -0.00193
H -2.39028 -0.43507 0.78063
O -3.29975 -1.63203 -0.67346
H -1.56969 -1.08410 1.88310
H 4.31801 0.85694 -4.06513
H -0.67022 -4.77486 -2.16502
H 5.16224 -0.33465 -3.64390
O 1.10277 0.31282 -0.67452
O 3.51879 -0.29755 -0.59771
H -0.54829 -4.64394 -3.67433
H 1.76678 4.28549 1.61324
O 4.45159 0.23964 -3.33706
O -0.14282 -4.34999 -2.85082
O -0.53350 1.24103 2.89791
H 3.27329 0.24084 -1.35853
H -0.82047 -2.29616 3.32441
O -2.47691 3.08261 1.03252
O -1.70737 -1.09880 0.92925
H 0.19077 -2.50923 4.43888
H -1.55011 2.89364 -1.76227
H 0.17887 0.59205 2.87956
O -2.12965 2.16339 -2.00691
H 1.00103 -0.26269 -1.44096

Its structure (SMILES) is O.O.O.O.O.O.O.O.O.O.O. Its lowest unoccupied orbital energy is -0.18 eV. Its gap between HOMO and LUMO is 10.1 eV.

---

*B*
Density functional theory data (ωB97M-V/def2-TZVPD) for a cluster of 11 separate species, H22O11 in total.

Cartesian coordinates (Å):
O -0.81468 3.34354 -0.59932
H 4.64200 -1.24609 -2.74457
O -0.97595 -0.12289 -1.58802
O 3.66540 -1.19604 -2.47045
H 0.54347 -3.17969 3.72941
H -2.99586 1.60103 -2.76628
O -4.41977 -0.27704 1.30134
H 0.49827 -1.64037 -0.09059
O 2.15816 0.14057 3.40734
O 0.57429 -2.30729 4.31207
H -0.01498 3.92288 -0.94436
H 2.06901 -0.49384 4.15904
O -2.45957 1.91762 -1.91847
H 4.15612 1.57544 -1.26342
H -3.49093 -0.75390 1.18505
H 1.65970 -0.38918 2.84923
H -0.32790 -0.21192 -2.24907
O 3.30943 1.80867 -1.68448
H 0.34200 1.98461 0.30322
O 0.62340 1.20520 -0.14215
H -0.73449 -1.11741 0.49757
H -1.40752 3.68584 -1.25351
O -2.38734 -2.88737 -0.14129
H 1.52464 1.05689 0.38988
H -4.35191 0.59626 1.33671
H -0.11418 -1.76658 4.42309
H -2.00187 -2.31946 -0.82232
H -3.01531 1.69283 -1.11603
H -1.16924 0.86453 -1.55281
H 3.47685 1.20534 -2.51487
H -1.77710 -3.27379 0.38862
O -0.05257 -1.68898 0.74061
H 3.26844 -1.72941 -3.16118

Its structure (SMILES) is O.O.O.O.O.O.O.O.O.O.O. Its lowest unoccupied orbital energy is 0.06 eV. Its gap between HOMO and LUMO is 10.3 eV.

---

*C*
Density functional theory data (ωB97M-V/def2-TZVPD) for a cluster of 11 separate species, H22O11 in total.

Cartesian coordinates (Å):
O 14.36100 -4.28800 7.42800
H 16.20000 -5.05700 7.78000
H 15.62200 -6.51900 9.88500
O 18.70000 -3.42500 10.25100
H 14.31600 -2.49300 11.07100
O 12.10500 -3.27100 9.03800
H 17.57900 -1.20700 11.97900
H 13.54400 -2.37300 12.31800
H 16.07300 -1.60500 6.72700
H 15.46600 -2.87300 8.94100
H 14.99400 -0.98100 7.62300
H 18.45500 -2.64300 10.73800
H 13.88500 -4.04000 8.23000
H 18.68200 -4.19500 10.81400
H 14.10600 -5.23200 7.36500
H 12.56200 -2.47100 8.96700
H 13.55600 -1.00100 10.33500
H 17.63100 -4.40700 7.84400
O 15.72800 -3.23300 9.78300
O 17.06600 -5.14400 8.16100
O 17.39900 -1.19500 11.04500
O 13.41300 -0.87100 9.39400
O 15.60700 -5.87200 10.59700
O 15.92500 -1.18600 7.54100
O 18.32400 -2.93500 7.61000
H 11.17200 -3.01300 8.93400
H 18.06000 -2.02100 7.57600
O 14.22800 -1.88200 11.80500
H 15.83600 -5.04800 10.18400
H 16.42400 -2.61300 10.04600
H 18.61300 -3.11300 8.52000
H 17.81200 -0.34300 10.90600
H 12.97200 -0.06200 9.24600

Its structure (SMILES) is O.O.O.O.O.O.O.O.O.O.O. Its lowest unoccupied orbital energy is -0.01 eV. Its gap between HOMO and LUMO is 9.5 eV.

---

*D*
Density functional theory data (ωB97M-V/def2-TZVPD) for a cluster of 11 separate species, H22O11 in total.

Cartesian coordinates (Å):
H -0.12616 0.41215 -0.84526
H 3.99337 0.04124 1.00381
O -0.24815 -0.48898 -0.52577
O -1.98338 -0.63311 4.10013
H -0.13381 3.63221 0.62658
H 1.50816 0.56137 -1.23723
H -1.58281 -1.41484 3.70335
O -1.70785 -2.44855 -0.19848
O 3.94854 0.67617 0.28004
H -3.81353 -0.69856 -0.00614
H -0.93768 -4.46050 0.43326
H 0.38696 -2.12499 4.60998
H 0.42690 -0.58990 0.15476
H -1.65614 2.63341 -3.08421
O -3.21607 -0.14358 -0.51998
H 1.29720 4.01158 0.28258
O 2.08164 1.96591 -3.99543
H -2.70247 -0.40748 3.49931
H 4.38182 1.46248 0.63071
H 2.13551 0.42084 0.13999
H -0.75932 -2.45444 -0.02746
H -2.41398 2.44414 -4.38801
O 0.53816 3.52335 -0.05577
H 1.77509 2.73202 -4.49351
H 0.56720 -4.61532 0.57962
H -3.54561 0.75082 -0.37702
H 1.06144 -2.47403 3.29343
O 2.00849 1.05313 -0.57630
O 0.39054 -2.78780 3.91022
H 2.44071 2.34212 -3.18394
O -0.11715 -4.42193 -0.07096
O -1.98734 3.11901 -3.84808
H -2.01026 -1.61795 0.18576

Its structure (SMILES) is O.O.O.O.O.O.O.O.O.O.O. Its lowest unoccupied orbital energy is -0.39 eV. Its gap between HOMO and LUMO is 9.8 eV.

---

Stability comparison, relative energies in hartree: *A* 0.0721; *B* 0.1248; *C* 0.0000; *D* 0.1002

---

*A*
Density functional theory data (ωB97M-V/def2-TZVPD) for a cluster of 11 separate species, H22O11 in total.

Cartesian coordinates (Å):
H -1.16612 -5.95251 0.65337
H 3.01532 -0.00476 -3.32128
H 2.19330 -4.32772 -1.13247
H -2.13532 -1.66955 1.88540
O 3.37672 2.70976 0.63676
O 0.41166 -4.18601 3.48120
H 0.46862 5.66248 -0.38610
H -4.08251 2.21974 2.78769
O 0.95782 2.43512 -3.87514
H -0.15089 -5.11573 -0.09563
H -2.95676 -2.74625 2.56206
H -0.05674 0.89966 0.24461
O 3.27961 -0.92411 -3.35574
O -3.76134 3.45416 -0.03751
O -0.95502 -5.62008 -0.21907
H 4.13145 2.28127 0.23302
H 1.29779 3.19837 -4.34217
H -3.22792 1.01623 3.12401
O -3.66851 1.76685 3.52235
H -4.35263 3.25815 -0.76426
O 2.25138 -3.72744 -0.38915
H 0.28710 -5.11296 3.68490
O -0.39285 0.01016 0.35434
H 0.33812 -0.55511 0.10457
H 2.85501 -3.04366 -0.67949
H 3.45845 3.62905 0.38287
H 0.97348 -4.18400 2.70623
H 4.02916 -0.93619 -3.95093
H -0.68885 5.90869 -1.33031
H 0.44689 2.80294 -3.15411
O -3.03386 -1.98228 1.99053
O -0.22592 5.21132 -0.86599
H -2.91676 3.62456 -0.45453

Its structure (SMILES) is O.O.O.O.O.O.O.O.O.O.O. Its lowest unoccupied orbital energy is -0.11 eV. Its gap between HOMO and LUMO is 10.5 eV.

---

*B*
Density functional theory data (ωB97M-V/def2-TZVPD) for a cluster of 11 separate species, H22O11 in total.

Cartesian coordinates (Å):
H -8.70819 6.44633 -2.34137
H -8.06877 7.87366 0.22175
H -10.17981 2.07827 -0.75788
O -7.86517 8.80680 0.35812
H -5.41274 5.96943 2.43665
H -8.67292 9.27460 0.12074
H -7.80007 2.07072 3.04759
H -10.33358 2.97689 5.07200
O -9.07980 5.04199 1.62341
O -8.38253 2.29354 2.31425
H -11.53609 4.32665 -0.22010
O -9.19972 3.51000 -1.54770
H -9.25620 5.59977 0.86384
O -11.03214 1.99572 -0.29787
H -8.47135 3.60990 -2.16688
O -6.06769 6.02690 3.13933
H -9.73657 7.00259 -1.35726
H -9.65336 4.23202 4.51958
H -6.84758 5.58226 2.78225
O -11.80528 6.00882 3.94193
H -11.79895 2.43841 3.08016
O -9.12819 6.26414 -1.49170
O -11.62983 4.68986 0.66927
O -10.29834 3.54549 4.29270
O -12.35413 2.86116 2.41361
H -9.94685 4.70625 1.86576
H -9.43768 4.42439 -1.28690
H -13.25461 2.59306 2.62912
H -11.86118 3.91337 1.23465
H -11.81905 5.85624 4.89153
H -8.90683 3.03691 2.63984
H -11.51387 5.16937 3.56580
H -10.83217 2.21613 0.61479

Its structure (SMILES) is O.O.O.O.O.O.O.O.O.O.O. Its lowest unoccupied orbital energy is -0.18 eV. Its gap between HOMO and LUMO is 10.2 eV.

---

Stability comparison, relative energies in hartree: *A* 0.0194; *B* 0.0000